*w*
DFT (ωB97M-V/def2-TZVPD) results for a 2-piece molecular cluster, C3H10NOS overall.

Charge   -1
LUMO level   3.37 eV
HOMO   -2.66 eV
Orbital gap   0.22152 Ha

CARTESIAN COORDINATES (ANGSTROEM)
S  -2.273  -0.123  1.633
O  0.621  -0.807  -1.255
N  1.812  1.310  -1.535
C  1.162  0.087  -2.118
C  -1.522  -1.376  0.522
C  -0.704  0.681  2.244
H  -0.105  -0.212  2.448
H  0.369  0.520  -2.754
H  1.201  1.752  -0.863
H  1.881  -0.403  -2.804
H  -0.195  1.268  1.489
H  2.567  0.910  -0.989
H  -1.284  -0.929  -0.459
H  -0.485  -1.461  0.847
H  -1.018  1.109  3.192
H  -2.028  -2.327  0.404


*x*
DFT (ωB97M-V/def2-TZVPD) results for a 2-piece molecular cluster, C3H10NOS overall.

Charge   -1
LUMO level   3.06 eV
HOMO   -2.68 eV
Orbital gap   0.21096 Ha

CARTESIAN COORDINATES (ANGSTROEM)
S  -1.651  -0.475  2.464
O  0.726  -0.609  -2.193
N  2.456  0.839  -1.278
C  1.938  -0.125  -2.371
C  -1.272  0.508  -0.180
C  -0.588  0.180  1.140
H  -0.129  1.043  1.619
H  2.207  0.428  -0.388
H  2.757  -0.886  -2.419
H  1.814  1.629  -1.372
H  0.166  -0.571  0.900
H  -2.250  0.955  0.050
H  -0.664  1.173  -0.777
H  -2.485  -1.163  1.645
H  2.115  0.500  -3.291
H  -1.445  -0.402  -0.744


Most stable one: *x*, least stable one: *w*.